C3H5O3Zn | ωB97M-V/def2-TZVPD

The total charge is +2. For the maximum force, the calculation gives 2.0 eV/A. The calculation puts the lowest unoccupied orbital energy (alpha / beta) at -0.4376 / -0.4732 Eh. The value obtained for the molar mass is 154.5 g/mol. The value obtained for the total energy is -2121.49606 hartree. As for the energy above the lowest of the compared OMol25 structures with the same formula, charge and spin: 6.4 kcal/mol. The multiplicity is 2.

```
12
Properties=species:S:1:pos:R:3:forces:R:3:mulliken_spin:R:1
H 0.476544 1.475581 0.992937 0.109 -0.228 -0.111 0.00
C 0.932212 0.475907 1.080432 0.288 0.289 0.415 0.05
C 1.089709 -0.139603 -0.355815 1.908 -0.658 0.127 0.18
O -0.059260 0.081519 -1.154259 -0.184 0.315 0.214 0.03
C -1.258101 -0.205259 -0.767382 -0.200 0.451 -0.925 0.02
O -2.071875 -0.031736 -1.746182 0.322 -0.242 0.842 0.00
H 1.950983 0.529578 1.490327 -0.204 -0.147 0.090 0.02
H 2.094082 0.323613 -0.613502 -1.716 0.354 -0.950 0.02
H -2.991327 -0.210602 -1.503664 -0.384 -0.006 -0.247 0.00
Zn -1.683576 -0.659627 1.300503 0.490 0.148 -0.816 -0.01
O 0.180954 -0.438779 1.747853 -0.166 -0.272 0.567 0.70
H 1.339653 -1.200591 -0.471248 -0.264 -0.004 0.794 -0.01
```
Forces are in eV/Å.